--- w ---
36
Properties=species:S:1:pos:R:3 method="wB97M-V/def2-TZVPD" homo_ev=-9.67 smiles="CC(C)[C@H](NC(=O)[C@@H](N)CCC(N)=O)C(=O)O" charge=0
O 2.46106 -2.59998 -1.33306
O -3.91335 -2.02399 0.36894
O 1.69310 -2.29271 0.67428
O 0.02797 -0.12500 1.30829
N 0.88812 0.44369 -0.68571
N -0.77652 2.87529 -0.61107
N -5.09881 -0.14193 -0.40310
C 0.08062 0.68755 0.35328
C 2.07172 -0.30693 -0.78431
C -2.54073 -0.16207 -0.37439
C -2.20473 1.12363 0.52849
C 3.26076 0.36117 0.04669
C 2.07859 -1.82952 -0.47483
C 3.43502 1.77032 -0.62030
C 3.21865 0.21457 1.64518
C -0.86310 1.83028 0.40210
C -3.88856 -0.89096 -0.15735
H 2.91143 -0.71875 1.99739
H 1.16362 -1.64638 1.17424
H 2.57589 1.03514 2.12371
H 4.14140 2.45072 -0.25302
H -1.03913 3.85314 -0.33965
H -5.04255 0.74978 -0.74803
H -2.90731 1.88720 0.54311
H -2.16249 0.81389 1.57790
H 0.77365 1.25416 -1.35640
H -0.88943 2.72853 -1.59760
H -1.91258 -1.01553 -0.61509
H 3.59086 1.77007 -1.75885
H 2.44531 2.25262 -0.59205
H -5.89785 -0.51088 0.13690
H -2.69232 0.32838 -1.36790
H 4.17662 0.38715 2.15051
H 2.19117 -0.37618 -1.91019
H -0.78864 2.26613 1.40407
H 4.23327 -0.20346 -0.20499


--- x ---
36
Properties=species:S:1:pos:R:3 method="wB97M-V/def2-TZVPD" homo_ev=-9.45 smiles="CC(C)C[C@H](N)C(=O)N[C@@H](CC(N)=O)C(=O)O" charge=0
O -1.31788 4.42625 -1.84841
O -1.22796 3.49685 0.13615
O -0.49316 1.08680 0.88277
O -0.49390 -0.74969 -2.04525
N -2.48918 -1.40380 -1.51482
N 2.31613 1.03345 1.67651
N 0.26254 1.65825 -1.18563
C 0.85815 -1.64408 1.42085
C 1.84678 0.57197 0.38614
C 0.43863 1.10709 0.07977
C 1.84462 -1.08145 0.36070
C -2.04377 0.93118 -1.41797
C -1.54947 -0.42035 -1.73552
C -1.04496 2.03135 -1.75111
C -0.65570 -1.52668 1.17911
C 1.36311 -3.08107 1.70123
C -1.25105 3.40644 -1.17596
H -0.93812 -0.85389 0.49015
H 2.87324 -1.42713 0.67455
H 1.03511 -0.98731 2.24273
H -2.98759 1.33916 -1.68302
H -2.02532 0.83425 -0.25432
H 1.68451 -1.46249 -0.62961
H 3.27931 0.70835 1.94412
H 0.77717 -3.75593 2.46406
H -3.43069 -1.04739 -1.39507
H -2.39074 -2.17595 -2.14569
H -1.22391 -1.31414 2.17293
H 2.33057 2.19870 1.72334
H -0.90261 -2.62093 0.81212
H -0.95438 1.98668 -2.86043
H 2.51839 -2.98964 2.17508
H 1.00691 1.76744 -1.84349
H 1.44285 -3.59912 0.73641
H 2.58257 0.93743 -0.27604
H -1.04019 2.61940 0.50363


--- y ---
36
Properties=species:S:1:pos:R:3 method="wB97M-V/def2-TZVPD" homo_ev=-10.04 charge=0
O 1.51737 -1.62345 -1.11062
O 2.70129 2.69658 -2.60476
O -0.01097 0.02303 1.53441
O 3.20616 -0.42041 -0.72579
N 4.06549 2.75340 -0.73369
N -3.03851 0.00462 -0.50377
N -0.31976 0.31285 -0.63779
C -2.14407 0.10742 0.77102
C -2.58657 -1.06751 1.68410
C -0.72876 0.17623 0.57262
C -2.32536 -3.64543 1.90259
C 1.06440 0.79484 -1.02523
C -3.99076 -0.89257 2.10318
C -2.29904 -2.43569 1.04649
C 2.02218 -0.46777 -0.86318
C 2.83982 2.58783 -1.41004
C 1.55241 2.11074 -0.52918
H -3.97680 -0.12110 3.22244
H -2.01681 -1.03345 2.60552
H -3.38263 -3.44675 2.50816
H 4.74610 2.53886 -1.55625
H -1.32373 -3.73906 2.68011
H 1.00655 0.77355 -2.16118
H 4.21486 2.06477 0.00132
H 0.51927 -1.49628 -0.90426
H -2.52135 -4.80359 1.26080
H -1.35768 -2.40055 0.42344
H -4.56832 -2.01818 2.48659
H -3.04895 -2.61685 0.25046
H -1.08427 0.56980 -1.34069
H -3.28610 -1.01334 -0.49179
H -2.51480 1.17902 1.25690
H 1.79542 2.08953 0.49993
H -4.74567 -0.38688 1.22451
H 0.85026 2.90868 -0.71744
H -3.99227 0.44129 -0.38194


Most stable: w


--- w ---
19
Properties=species:S:1:pos:R:3 method="wB97M-V/def2-TZVPD" homo_ev=-8.99 smiles="CN[C@H](C=O)CCS" charge=0
S -1.53140 2.70131 0.58841
O 1.36484 -0.99475 2.32294
N 0.40283 -1.16631 -1.10583
C -0.90440 1.22199 1.55373
C 0.58232 -0.37361 0.14830
C -0.84417 0.02062 0.60943
C 0.57915 -0.41953 -2.34674
C 1.37999 -1.19599 1.13400
H -2.87298 2.60217 0.68150
H 1.14593 0.51345 -0.17314
H -1.47117 0.97299 2.44093
H 0.06755 1.64803 1.77464
H 1.41397 -0.66151 -3.01243
H -1.18606 -0.88341 1.13492
H -0.32509 -0.61769 -2.94031
H 1.93579 -2.08224 0.77854
H 1.02582 -1.95307 -1.08297
H 0.63653 0.65885 -2.18804
H -1.39945 0.00869 -0.31787


--- x ---
19
Properties=species:S:1:pos:R:3 method="wB97M-V/def2-TZVPD" homo_ev=-8.29 charge=0
S 3.17448 -1.21408 -0.39462
O 1.19670 1.23212 -0.80898
N 0.66590 -0.11738 -0.61231
C -0.77653 0.04860 -0.05040
C 1.97585 1.87809 0.38490
C -1.41765 -1.01998 1.00260
C 1.48451 -1.06627 -0.20583
C -1.84230 -0.31209 -1.25712
H 0.98149 -1.87068 0.50158
H -1.65468 -1.31415 -1.50406
H -1.95837 0.46738 -2.36754
H -2.97968 -0.07871 -0.78735
H 2.50879 1.01721 1.25092
H 2.83009 2.60142 -0.01433
H -0.83151 -2.00664 0.79744
H -0.89880 1.05478 0.34212
H -2.57439 -0.98007 0.61196
H 1.10306 2.18175 1.08391
H -0.98697 -0.50129 2.02711


Most stable: w


--- w ---
47
Properties=species:S:1:pos:R:3 method="wB97M-V/def2-TZVPD" homo_ev=-8.67 smiles="CCS(=O)(=O)N1Cc2ccccc2C[C@H]1C(=O)Nc1cccc(C)c1" charge=0
S -3.84825 -0.35798 0.07564
O -4.52053 0.41840 1.07789
O -4.46850 -0.50870 -1.20686
O -0.87303 -2.13428 -0.91411
N 0.68793 -0.47852 -0.82920
N -2.39189 0.39205 -0.19013
C -0.55568 -0.96637 -1.03412
C -0.73648 2.06182 0.46272
C 0.47285 3.23365 -1.25356
C -1.62473 0.08812 -1.37463
C 1.85032 -1.15007 -0.42576
C 3.12910 -3.10600 0.08122
C -0.44232 2.25006 -0.88843
C -1.11389 1.41306 -1.94640
C -3.49378 -1.99974 0.76793
C 0.79979 3.82723 1.04195
C 5.35277 -0.09091 0.58163
C 4.22935 -2.32287 0.37417
C 1.09121 4.01877 -0.29912
C -0.10678 2.85318 1.41577
C -4.80831 -2.73948 0.86372
C 4.15544 -0.93690 0.27208
C -1.67998 0.97712 0.91221
C 1.93480 -2.53229 -0.31973
C 2.96124 -0.36267 -0.12884
H -1.98346 1.96090 -2.32040
H -2.44061 1.38340 1.58380
H -0.33606 2.69845 2.45970
H -4.66543 -3.73933 1.26854
H 1.79777 4.77761 -0.59948
H 0.69745 3.37901 -2.30077
H 1.27806 4.43653 1.79357
H -2.78628 -2.48025 0.09798
H -0.44354 1.23960 -2.79191
H 5.76352 -0.35373 1.55481
H -5.49271 -2.18853 1.50499
H 5.09599 0.96528 0.58304
H -3.04503 -1.82427 1.74127
H 2.88312 0.71407 -0.21134
H 5.15524 -2.78362 0.68543
H 3.19682 -4.18034 0.16432
H -1.10230 0.21827 1.47100
H 0.80139 0.52555 -0.89867
H 6.13121 -0.25663 -0.16264
H 1.07771 -3.14245 -0.54696
H -5.25166 -2.81542 -0.12596
H -2.33184 -0.38078 -2.06635


--- x ---
47
Properties=species:S:1:pos:R:3 method="wB97M-V/def2-TZVPD" homo_ev=-8.71 smiles="CCC(=O)N1c2ccc(S(=O)(=O)NCc3ccccc3)cc2C[C@H]1C" charge=0
S -0.70072 -1.18598 2.92746
O 2.38583 2.47705 -1.97616
O -1.17211 -0.02568 3.62899
O 0.02112 -2.17753 3.66966
N 2.38373 0.22045 -1.89557
N -1.95599 -2.02622 2.17890
C 1.72713 -1.46755 -3.54777
C 2.51713 -2.05758 -1.22854
C -5.10075 0.29091 4.09861
C -2.88714 -1.21117 1.41920
C 4.11135 2.74058 -4.08268
C -3.55890 1.15207 1.97156
C 1.63759 -1.25963 -0.31388
C 1.61306 0.07536 -0.74067
C 2.78112 1.42225 -2.42071
C 0.23405 -0.68170 1.49942
C 0.21542 0.63845 1.09744
C -4.23503 2.07158 2.75309
C -3.64488 -0.20470 2.24742
C 2.70427 -1.10866 -2.42623
C 0.90684 1.03945 -0.03787
C -4.42802 -0.62723 3.31371
C 3.77936 1.34660 -3.56489
C -5.00398 1.64340 3.82078
C 0.94551 -1.65059 0.80799
H 0.90636 2.06631 -0.36100
H 0.94607 -2.66503 1.17120
H 3.73002 -1.12925 -2.80056
H 1.75413 -0.73341 -4.34862
H -4.50901 -1.68308 3.53481
H 3.46704 -2.27676 -0.73529
H -5.52450 2.36141 4.43708
H 4.84505 2.68254 -4.88274
H -3.58327 -1.89204 0.91662
H 0.71447 -1.50260 -3.15226
H 3.37703 0.73617 -4.37414
H 3.21427 3.22475 -4.45916
H -4.15484 3.12594 2.53264
H 1.97768 -2.44036 -3.96284
H -2.29493 -0.69897 0.65600
H -5.69982 -0.04963 4.93048
H 4.68810 0.86363 -3.19528
H -0.34294 1.34475 1.69139
H 4.50979 3.35366 -3.27914
H -2.40789 -2.61000 2.86818
H 2.06590 -3.00203 -1.52806
H -2.95471 1.49006 1.14143


Most stable: w


--- w ---
24
Properties=species:S:1:pos:R:3 method="wB97M-V/def2-TZVPD" homo_ev=-9.63 smiles=NCCN.O.O.O.O charge=0
O 0.49657 -1.30911 1.59977
O 2.69817 0.46017 1.13374
O 1.59645 1.23924 -1.31384
O -1.54996 0.23213 2.48261
N -1.01217 1.23816 -0.39206
N 0.05924 -1.42271 -1.29634
C -1.83948 0.09451 -0.85003
C -1.13035 -0.77416 -1.87220
H -1.82327 -1.54754 -2.20583
H -1.60100 0.35989 3.43526
H 1.29385 -0.74727 1.59963
H 0.23748 -2.30721 -1.74905
H -0.86087 -0.17498 -2.75148
H 0.86819 -0.83474 -1.45826
H 1.82599 2.07723 -1.73318
H -1.46861 2.10911 -0.62893
H -0.95652 1.19771 0.62576
H 0.30531 -1.45991 0.64868
H -0.80534 -0.39726 2.34128
H 3.56995 0.06790 1.03293
H -2.10022 -0.50731 0.01875
H 0.64395 1.33568 -1.00281
H -2.78006 0.45943 -1.26700
H 2.41463 0.72525 0.23555


--- x ---
24
Properties=species:S:1:pos:R:3 method="wB97M-V/def2-TZVPD" homo_ev=-9.53 smiles=NCCN.O.O.O.O charge=0
O -0.33261 -0.90328 2.03539
O 3.99159 0.47756 -0.50474
O 1.82828 -1.24611 0.49322
O 1.40005 2.99320 1.51414
N -1.15800 1.61383 -0.57274
N -1.84310 -1.97052 -0.54673
C -0.94475 0.20875 -1.07641
C -2.24382 -0.62113 -1.05370
H -0.30545 2.10482 -0.71529
H 2.31911 2.63327 1.51942
H 1.17647 -1.20442 1.26930
H -2.77322 -0.76818 -2.00331
H -0.22953 -0.19993 -0.34082
H -0.65093 0.22404 -2.12683
H -2.60934 -2.57771 -0.67060
H -1.02538 -2.31894 -1.00503
H 1.93139 -2.17332 0.41860
H -0.66125 -0.01524 1.79867
H 3.24334 0.49973 -1.10922
H 3.57020 -0.00330 0.25090
H -2.94246 -0.26904 -0.26624
H 1.10325 2.72084 2.38221
H -0.92606 -1.32306 1.32971
H -1.91779 2.11813 -1.01989


Most stable: w


--- w ---
15
Properties=species:S:1:pos:R:3 method="wB97M-V/def2-TZVPD" homo_ev="-14.79 / -14.79" smiles="CN[N+](=O)NOC" charge=+1
O 1.84285 1.17191 -0.45720
O 0.64575 -0.62251 1.08323
N 0.54425 0.93698 -0.56034
N -0.05351 0.11748 0.47799
N -1.34480 -0.01693 0.33319
C 2.88192 0.21375 -0.83474
C -2.01149 -0.79695 1.33381
H 0.01352 1.90175 -0.72220
H -1.78592 0.68957 -0.17347
H -3.13206 -0.62606 1.52757
H -1.38241 -0.60482 2.20451
H 2.96866 0.13220 -1.91959
H -1.92731 -1.85225 1.13309
H 3.75414 0.59109 -0.38756
H 2.60789 -0.71695 -0.22276


--- x ---
15
Properties=species:S:1:pos:R:3 method="wB97M-V/def2-TZVPD" homo_ev=-12.53 charge=+1
O 0.14645 -2.04210 -0.39966
O 0.67923 -0.98697 2.57916
N -0.25962 -0.13825 2.07567
N 0.29108 -0.41659 -2.07223
N 0.24214 1.64937 0.22892
C 0.16069 0.36360 0.25395
C 0.18740 -0.66910 -0.59022
H 0.29570 0.54303 -2.13751
H -0.51693 -0.81400 -2.53151
H -1.11159 -0.54781 2.02788
H 1.23944 -0.86736 -2.37608
H -0.11008 -2.24905 0.45970
H 0.32475 2.19244 1.11014
H 1.32235 -0.58509 3.19100
H 0.52124 1.95614 -0.65576


Most stable: x


--- w ---
31
Properties=species:S:1:pos:R:3 method="wB97M-V/def2-TZVPD" homo_ev=-5.98 charge=0
Br -13.47599 -12.78249 -0.66902
O -9.48569 -7.39234 -0.88812
N -12.05410 -7.30363 0.48302
C -12.66654 -4.79240 0.54008
C -12.14069 -8.45585 -0.51405
C -11.51015 -9.71783 -0.01941
C -13.03234 -7.58325 1.55524
C -10.72143 -7.12640 1.16629
C -12.43426 -6.04409 -0.26527
C -9.58730 -6.64165 0.30219
C -8.20123 -7.40620 -1.47373
H -13.20574 -8.58877 -0.68887
H -10.51164 -8.06953 1.65940
H -8.66079 -6.72670 0.88272
H -11.65593 -8.10445 -1.41767
H -10.87819 -6.34354 1.90791
H -7.53886 -8.14312 -1.00215
H -11.76807 -4.36954 0.99266
H -10.42671 -9.77854 0.07246
H -13.04678 -6.76726 2.26624
H -12.77285 -8.50475 2.06534
H -7.74570 -6.41590 -1.51337
H -11.97298 -10.07021 0.90392
H -13.37825 -6.30767 -0.74786
H -13.14264 -4.06695 -0.11359
H -14.01765 -7.71073 1.11127
H -9.70194 -5.58341 0.03381
H -11.73745 -10.53399 -0.71110
H -8.32032 -7.79750 -2.48815
H -11.69220 -5.94638 -1.05151
H -13.33474 -4.96847 1.38112


--- x ---
31
Properties=species:S:1:pos:R:3 method="wB97M-V/def2-TZVPD" homo_ev=-7.25 charge=0
Br 3.81316 -1.05107 1.51432
O -1.36342 2.13582 0.48397
N 0.49902 -0.60678 -0.51453
C 0.39799 0.29843 0.66276
C -1.91717 2.36715 1.82094
C -1.08612 0.71201 -2.24384
C 1.66663 -0.29437 -1.33978
C 0.70124 -1.94767 0.04371
C 0.01294 -2.37923 1.33876
C -0.03165 1.79155 0.51581
C -0.72689 -0.59682 -1.38626
H 1.55654 0.74429 -1.68343
H 0.25809 -1.79001 2.20711
H -1.99521 1.36997 2.31827
H 0.36173 2.27541 -0.37886
H -1.73866 0.31831 -3.02406
H 1.73951 -1.93710 0.17986
H 1.33580 0.17446 1.21650
H -0.39008 -1.35607 -2.11197
H 0.55154 -3.29388 1.48348
H -1.63864 -0.90787 -0.87771
H -0.27441 -0.20393 1.35257
H -1.05633 -2.54458 1.24986
H 0.46834 2.20854 1.41445
H 1.72984 -1.05000 -2.16114
H -2.88562 2.85855 1.61877
H -1.57436 1.57065 -1.78331
H 2.54668 -0.41815 -0.79098
H -0.18607 1.16807 -2.68967
H -1.18554 2.99265 2.33638
H 0.41111 -2.60833 -0.77197


Most stable: w


--- w ---
13
Properties=species:S:1:pos:R:3 method="wB97M-V/def2-TZVPD" homo_ev=-2.12 charge=-1
O -0.37833 0.77358 2.93807
C -0.37187 0.70493 -1.47127
C -0.30117 0.11022 -0.07257
C 0.58823 -1.11712 -0.07521
H -0.90789 1.65112 -1.45601
H 1.62559 -0.81698 -0.24759
H 0.05738 0.83453 0.64944
H -0.87379 0.03403 -2.18097
H -1.29605 -0.15771 0.28629
H 0.34776 0.58716 3.54590
H 0.31055 -1.78346 -0.89575
H 0.56018 -1.70105 0.84007
H 0.63941 0.88075 -1.86039


--- x ---
13
Properties=species:S:1:pos:R:3 method="wB97M-V/def2-TZVPD" homo_ev=-1.89 charge=-1
O -1.74153 -0.19837 1.05251
C 2.69119 -2.21006 -2.82328
C -1.26203 1.70745 2.38476
C -1.97834 1.14198 1.12679
H -3.07339 1.38963 1.25030
H 2.47853 -3.28090 -2.86977
H -1.50904 2.77971 2.47705
H -1.73640 1.19819 3.22612
H -1.67386 1.72596 0.23605
H 1.71689 -1.72226 -2.90589
H -0.23062 1.37203 2.32852
H 3.07919 -2.09262 -1.81565
H 3.23941 -1.81074 -3.66750


Most stable: w


--- w ---
12
Properties=species:S:1:pos:R:3 method="wB97M-V/def2-TZVPD" homo_ev="-11.87 / -11.87" charge=+1 spin_multiplicity=2 s_squared=0.755
S -0.02006 0.45648 -4.84397
S -1.57280 -0.96088 -4.84433
O 1.71094 -0.19350 2.12129
N -0.45396 0.74314 2.73095
C 0.22700 -0.40340 2.59295
H 0.17202 -1.00072 3.46833
H -0.84398 -2.00761 -4.95777
H 2.13687 0.50720 2.52744
H -0.14739 -1.04581 1.74678
H -0.40612 1.18150 1.84633
H -0.70878 1.22077 -5.61929
H -0.09374 1.50282 3.23130


--- x ---
12
Properties=species:S:1:pos:R:3 method="wB97M-V/def2-TZVPD" homo_ev="-13.48 / -13.08" charge=+1 spin_multiplicity=2 s_squared=0.755
S 0.88607 -1.42851 2.48591
S 1.20447 0.64664 2.31326
O -0.85397 1.51056 -1.43311
N -0.81247 -0.92878 -1.09433
C -0.05105 0.29456 -1.26213
H -0.94684 -1.40362 -1.96760
H -1.60458 -0.84407 -0.44312
H -0.86926 2.00267 -0.68121
H 0.69138 0.45085 -0.38245
H 0.77752 1.05808 3.51226
H 1.13383 -1.64645 1.17668
H 0.44490 0.28806 -2.22415


Most stable: x